# 1
71
Properties=species:S:1:pos:R:3:lowdin_spin:R:1 method="wB97M-V/def2-TZVPD" lumo_ev="0.470 / 0.576" multiplicity=2 s2=0.763 charge=-1
Tc -0.26012 -0.00030 0.14799 0.66
O 1.87539 -0.20691 -3.43556 0.00
C 1.38375 -0.48091 -2.35475 0.00
O 0.94501 0.34609 -1.50828 0.02
C 1.31896 -1.99887 -1.96664 0.00
P 0.14557 -2.25799 -0.58292 0.01
C 0.97399 -3.44263 0.53985 0.00
C 2.34223 -3.41680 0.78468 0.00
C 2.90459 -4.27737 1.70928 0.00
C 2.10944 -5.16813 2.40933 0.00
C 0.74311 -5.18223 2.18928 0.00
C 0.17664 -4.32370 1.26681 0.00
C -1.06763 -3.42953 -1.29881 0.00
C -0.62518 -4.49587 -2.07569 0.00
C -1.53492 -5.37722 -2.62660 0.00
C -2.89001 -5.22195 -2.37928 0.00
C -3.33396 -4.18127 -1.58048 0.00
C -2.42573 -3.28395 -1.04558 0.00
H 2.32947 -2.28776 -1.66203 0.00
H 1.04367 -2.57408 -2.85551 0.00
H 2.97768 -2.70955 0.27298 0.00
H 3.96800 -4.24126 1.89050 0.00
H 2.55272 -5.83578 3.13452 0.00
H 0.11250 -5.86002 2.74595 0.00
H -0.89244 -4.32936 1.10877 0.00
H 0.43457 -4.63897 -2.24060 0.00
H -1.18778 -6.18968 -3.24916 0.00
H -3.59538 -5.92029 -2.80848 0.00
H -4.38820 -4.06550 -1.37253 0.00
H -2.76371 -2.46280 -0.42728 0.00
O 5.00056 1.14277 5.48189 0.00
C 4.02563 1.09131 4.78463 0.00
S 2.59484 2.08062 4.99711 0.00
C 1.61030 1.43210 3.64302 0.00
C 2.23753 0.46047 2.90190 0.01
S 1.72492 -0.41189 1.52570 0.01
S 3.85858 -0.01514 3.41592 0.00
S 0.08455 2.07283 3.42062 0.04
B -2.65555 2.46753 0.12562 0.00
N -1.19228 2.90369 0.26784 0.00
C -0.72749 4.15052 0.33234 0.01
C 0.64951 4.10432 0.45674 0.00
C 0.94583 2.74987 0.46657 0.01
N -0.18014 2.04685 0.36535 0.01
N -2.71001 1.43316 -1.02706 0.00
C -3.59782 1.41418 -2.01868 0.00
C -3.32278 0.33806 -2.84531 0.00
C -2.21387 -0.26025 -2.26633 0.00
N -1.86836 0.41040 -1.16693 0.00
H -3.30212 3.41378 -0.19004 0.00
H -3.03005 1.96053 1.13960 0.00
H -1.38316 4.99648 0.29689 0.00
H 1.33373 4.92524 0.54303 0.00
H 1.90792 2.27665 0.54076 0.00
H -4.37644 2.14795 -2.07051 0.00
H -3.83924 0.04287 -3.73655 0.00
H -1.66452 -1.12636 -2.58900 0.00
C -1.86217 -3.01667 4.05467 0.00
Si -2.36642 -1.16566 3.92194 0.03
C -4.27190 -0.92793 3.99993 0.01
C -1.52394 -0.10676 5.27096 0.01
Se -2.00054 -0.64574 1.66702 0.17
H -2.17027 -3.47908 4.98563 0.00
H -0.78400 -3.11307 3.96720 0.00
H -2.30965 -3.56423 3.23114 0.00
H -4.69393 -1.19806 4.96108 0.00
H -4.74425 -1.52603 3.22792 0.00
H -4.51320 0.11043 3.79596 0.00
H -1.89951 -0.35590 6.25803 0.00
H -1.70323 0.94929 5.09376 0.00
H -0.44920 -0.25402 5.27340 0.00

# 2
66
Properties=species:S:1:pos:R:3:lowdin_spin:R:1 method="wB97M-V/def2-TZVPD" lumo_ev="4.049 / 4.048" relative_energy_kcal_mol=4.4 multiplicity=3 s2=2.006 charge=-2
Ni 2.36454 0.83198 0.96845 1.67
N 2.91202 2.96106 1.10144 0.02
C 1.94810 4.01952 0.82607 0.00
C 0.67529 3.79759 1.63940 0.00
C -0.20331 2.67391 1.07864 0.00
O -1.36839 2.96053 0.78388 0.00
O 0.31630 1.50996 0.95104 0.04
H 3.20501 2.98296 2.07386 0.00
H 3.74566 3.05302 0.52420 0.00
H 1.70728 4.00820 -0.24040 0.00
H 2.36033 5.01157 1.05761 0.00
H 0.06704 4.70136 1.63895 0.00
H 0.95080 3.54616 2.66884 0.00
C 2.94572 -2.73413 2.16139 0.00
C 1.63924 -2.11326 1.67567 0.01
C 0.67777 -3.22058 1.21920 0.01
C 1.90275 -1.10562 0.55831 0.09
H 2.78442 -3.39157 3.02429 0.00
H 3.64169 -1.94615 2.45010 0.00
H 3.39835 -3.32240 1.35482 0.00
H 1.17024 -1.59540 2.52149 0.00
H 1.08818 -3.73083 0.34144 0.00
H -0.29071 -2.79754 0.94135 0.00
H 0.51718 -3.97126 2.00672 0.00
H 0.97643 -0.95769 -0.00984 0.01
H 2.68179 -1.48334 -0.11897 0.01
O 4.87379 2.64267 -1.41408 0.01
C 4.13736 1.64107 -1.39801 0.01
O 3.94482 0.83994 -0.44913 0.04
C 3.37862 1.34832 -2.69601 0.00
C 3.98702 1.65859 -3.90601 0.00
C 3.33799 1.42177 -5.11094 0.00
C 2.06518 0.88629 -5.11769 0.00
C 1.45716 0.59141 -3.90580 0.00
C 2.09743 0.80410 -2.69241 0.00
N 0.10042 0.03698 -3.94139 0.00
O -0.43178 -0.25865 -2.89259 0.00
O -0.43526 -0.09178 -5.03516 0.00
H 4.98023 2.08717 -3.88025 0.00
H 3.82547 1.65832 -6.04910 0.00
H 1.53004 0.69721 -6.03636 0.00
H 1.60039 0.55383 -1.76097 0.00
Cl 3.04189 0.69704 3.16666 0.07
Te -1.78368 0.00020 -0.30492 0.00
C -2.61468 0.07112 1.65018 0.00
C -1.76978 0.10240 2.75665 0.00
C -2.29306 0.15287 4.04268 0.00
C -3.66673 0.17040 4.24217 0.00
C -4.51582 0.15402 3.14197 0.00
C -3.99161 0.11486 1.85795 0.00
C -3.22966 -1.48713 -0.88300 0.00
C -3.58153 -2.53804 -0.03283 0.00
C -4.55455 -3.45944 -0.39248 0.00
C -5.19284 -3.35760 -1.62318 0.00
C -4.83176 -2.33859 -2.49335 0.00
C -3.86058 -1.41493 -2.12500 0.00
H -0.69645 0.09693 2.60817 0.00
H -1.61942 0.17383 4.89120 0.00
H -4.07612 0.19895 5.24585 0.00
H -5.59051 0.18024 3.28700 0.00
H -4.66096 0.10472 1.00568 0.00
H -3.09257 -2.62291 0.93070 0.00
H -4.81474 -4.26229 0.28830 0.00
H -5.96211 -4.06760 -1.90535 0.00
H -5.31827 -2.25592 -3.45918 0.00
H -3.58708 -0.61839 -2.80788 0.00

# 3
65
Properties=species:S:1:pos:R:3:lowdin_charge:R:1 method="wB97M-V/def2-TZVPD" lumo_ev=-0.649 smiles="COCCCN1C(=O)C(=O)/C(=C(/O)c2ccc(S(=O)(=O)N3CCCCC3)cc2)[C@@H]1c1ccc(F)cc1" relative_energy_kcal_mol=0.0
C -3.87702 -2.11286 2.87996 -0.10
O -4.36590 -1.29762 1.84415 -0.22
C -5.65184 -1.68285 1.40555 -0.22
C -5.98691 -0.94728 0.10977 -0.12
C -5.27859 -1.56050 -1.10449 -0.11
N -3.84305 -1.55858 -0.98774 0.00
C -3.16182 -2.56461 -0.39744 -0.37
O -3.63475 -3.60019 0.01580 0.10
C -1.68840 -2.16247 -0.38804 -0.24
O -0.79098 -2.79727 0.11696 0.13
C -1.62545 -0.89743 -1.11169 -0.04
C -0.53008 -0.21877 -1.52146 -0.18
O -0.70577 0.84267 -2.34226 0.11
C 0.85258 -0.57392 -1.16539 -0.14
C 1.20905 -0.85879 0.15184 0.01
C 2.52113 -1.17183 0.45884 -0.03
C 3.47103 -1.19737 -0.54482 -0.25
S 5.19467 -1.49707 -0.13370 0.67
O 5.26361 -2.31109 1.03978 -0.27
O 5.88050 -1.90660 -1.32189 -0.28
N 5.76989 0.00793 0.27310 -0.24
C 5.87894 0.96610 -0.79937 -0.21
C 6.86148 2.06505 -0.40034 -0.17
C 6.40672 2.71828 0.90251 -0.20
C 6.26286 1.65160 1.98526 -0.17
C 5.29673 0.56570 1.51679 -0.21
C 3.13730 -0.90925 -1.85410 -0.04
C 1.82735 -0.59421 -2.16562 0.00
C -3.02450 -0.47627 -1.49046 -0.18
C -3.37822 0.86972 -0.89826 -0.19
C -3.94868 1.85870 -1.68734 -0.02
C -4.27436 3.09094 -1.14835 0.00
C -4.01994 3.31551 0.19157 -0.27
F -4.33305 4.51507 0.72468 0.06
C -3.45143 2.34724 1.00027 0.01
C -3.12865 1.12335 0.44581 -0.02
H -2.90017 -1.71928 3.15556 0.09
H -4.54130 -2.08490 3.75267 0.09
H -3.76889 -3.14949 2.54249 0.09
H -5.67861 -2.76830 1.23845 0.12
H -6.39259 -1.43353 2.18288 0.13
H -5.70319 0.09967 0.22160 0.11
H -7.06284 -1.00260 -0.06021 0.12
H -5.55547 -1.01409 -2.01051 0.13
H -5.58718 -2.60621 -1.20406 0.13
H 0.14619 1.24305 -2.56286 0.12
H 0.46264 -0.82666 0.92747 0.12
H 2.81772 -1.42002 1.46511 0.12
H 6.23268 0.42053 -1.67450 0.12
H 4.89503 1.41227 -1.02609 0.13
H 7.84646 1.61968 -0.25892 0.12
H 6.92532 2.80406 -1.20022 0.11
H 7.12796 3.47509 1.21435 0.11
H 5.44436 3.21277 0.74702 0.11
H 7.23468 1.19712 2.17918 0.12
H 5.89301 2.09144 2.91234 0.11
H 5.24996 -0.25529 2.23239 0.12
H 4.28773 0.99507 1.39333 0.13
H 3.90373 -0.95887 -2.61103 0.12
H 1.55369 -0.40238 -3.19454 0.13
H -3.13143 -0.41372 -2.58483 0.16
H -4.13815 1.67068 -2.73377 0.12
H -4.71828 3.86870 -1.74919 0.12
H -3.27150 2.55646 2.04259 0.12
H -2.70606 0.34768 1.06342 0.12

# 4
62
Properties=species:S:1:pos:R:3:lowdin_spin:R:1 method="wB97M-V/def2-TZVPD" lumo_ev="-2.699 / -3.707" relative_energy_kcal_mol=4.5 multiplicity=8 s2=16.091 charge=+1
Gd 0.18552 0.06134 -0.36000 6.81
C -3.34945 -0.49213 -2.30190 0.00
C -2.08236 -1.22799 -1.98486 0.00
C -1.04731 -1.28831 -2.91231 0.00
C 0.10327 -2.05046 -2.68094 -0.01
C 1.12235 -2.21596 -3.77420 0.00
C 0.22860 -2.70792 -1.45961 -0.01
C -0.78814 -2.65483 -0.49677 -0.01
C -0.68339 -3.47216 0.76265 0.00
C -1.93412 -1.91431 -0.77554 -0.01
H -3.99572 -1.11905 -2.92029 0.00
H -3.14226 0.42527 -2.85382 0.00
H -3.89069 -0.23286 -1.39346 0.00
H -1.17512 -0.79862 -3.87243 0.00
H 0.65260 -2.66577 -4.65001 0.00
H 1.94236 -2.86188 -3.46770 0.00
H 1.53422 -1.25415 -4.08731 0.00
H 1.08251 -3.35120 -1.28292 0.00
H -1.33297 -3.08302 1.54609 0.00
H 0.34049 -3.50039 1.13821 0.00
H -0.98785 -4.49960 0.55624 0.00
H -2.74960 -1.90963 -0.06190 0.00
C -2.13291 0.76636 2.78212 0.00
C -0.76679 0.25723 3.10142 0.00
N 0.14588 -0.13491 2.23912 -0.01
C 1.28609 -0.59058 2.88948 0.00
C 1.22777 -0.53670 4.24020 0.00
S -0.27421 0.09242 4.73469 0.00
C 2.43045 -1.06950 2.10680 0.00
C 3.60416 -1.52330 2.61388 0.00
S 4.66702 -1.92465 1.34538 0.00
C 3.47898 -1.49230 0.19287 0.00
N 2.36295 -1.06657 0.72543 -0.01
C 3.75245 -1.61173 -1.27125 0.00
H -2.24339 0.87507 1.70782 0.00
H -2.30395 1.72998 3.26380 0.00
H -2.89102 0.07679 3.15674 0.00
H 1.97736 -0.82688 4.95972 0.00
H 3.89747 -1.62152 3.64740 0.00
H 4.80203 -1.83209 -1.45353 0.00
H 3.49369 -0.68723 -1.78559 0.00
H 3.15773 -2.41583 -1.70367 0.00
C -2.16870 2.32573 -0.64252 0.00
O -1.55229 1.09468 -0.31658 0.00
H -1.85899 3.11952 0.04143 0.00
H -3.25871 2.25019 -0.58451 0.00
H -1.90956 2.63941 -1.65517 0.00
C 1.65230 1.24663 -1.89939 0.18
C 0.90610 2.46191 -2.30635 0.00
C 0.92297 3.61373 -1.51184 0.02
C 0.23300 4.75299 -1.87950 0.00
C -0.50469 4.76915 -3.06186 0.02
C -0.53463 3.63273 -3.86696 0.00
C 0.15864 2.49748 -3.48774 0.02
C -1.23099 5.95068 -3.45004 0.00
N -1.81480 6.89256 -3.75571 0.01
H 2.57737 1.52182 -1.39002 0.01
H 1.90513 0.64294 -2.77087 0.01
H 1.49624 3.61323 -0.59103 0.00
H 0.26212 5.63762 -1.25640 0.00
H -1.10112 3.64708 -4.78896 0.00
H 0.13009 1.61965 -4.12496 0.00

What did the first record say?
71
Properties=species:S:1:pos:R:3:lowdin_spin:R:1 method="wB97M-V/def2-TZVPD" lumo_ev="0.470 / 0.576" multiplicity=2 s2=0.763 charge=-1
Tc -0.26012 -0.00030 0.14799 0.66
O 1.87539 -0.20691 -3.43556 0.00
C 1.38375 -0.48091 -2.35475 0.00
O 0.94501 0.34609 -1.50828 0.02
C 1.31896 -1.99887 -1.96664 0.00
P 0.14557 -2.25799 -0.58292 0.01
C 0.97399 -3.44263 0.53985 0.00
C 2.34223 -3.41680 0.78468 0.00
C 2.90459 -4.27737 1.70928 0.00
C 2.10944 -5.16813 2.40933 0.00
C 0.74311 -5.18223 2.18928 0.00
C 0.17664 -4.32370 1.26681 0.00
C -1.06763 -3.42953 -1.29881 0.00
C -0.62518 -4.49587 -2.07569 0.00
C -1.53492 -5.37722 -2.62660 0.00
C -2.89001 -5.22195 -2.37928 0.00
C -3.33396 -4.18127 -1.58048 0.00
C -2.42573 -3.28395 -1.04558 0.00
H 2.32947 -2.28776 -1.66203 0.00
H 1.04367 -2.57408 -2.85551 0.00
H 2.97768 -2.70955 0.27298 0.00
H 3.96800 -4.24126 1.89050 0.00
H 2.55272 -5.83578 3.13452 0.00
H 0.11250 -5.86002 2.74595 0.00
H -0.89244 -4.32936 1.10877 0.00
H 0.43457 -4.63897 -2.24060 0.00
H -1.18778 -6.18968 -3.24916 0.00
H -3.59538 -5.92029 -2.80848 0.00
H -4.38820 -4.06550 -1.37253 0.00
H -2.76371 -2.46280 -0.42728 0.00
O 5.00056 1.14277 5.48189 0.00
C 4.02563 1.09131 4.78463 0.00
S 2.59484 2.08062 4.99711 0.00
C 1.61030 1.43210 3.64302 0.00
C 2.23753 0.46047 2.90190 0.01
S 1.72492 -0.41189 1.52570 0.01
S 3.85858 -0.01514 3.41592 0.00
S 0.08455 2.07283 3.42062 0.04
B -2.65555 2.46753 0.12562 0.00
N -1.19228 2.90369 0.26784 0.00
C -0.72749 4.15052 0.33234 0.01
C 0.64951 4.10432 0.45674 0.00
C 0.94583 2.74987 0.46657 0.01
N -0.18014 2.04685 0.36535 0.01
N -2.71001 1.43316 -1.02706 0.00
C -3.59782 1.41418 -2.01868 0.00
C -3.32278 0.33806 -2.84531 0.00
C -2.21387 -0.26025 -2.26633 0.00
N -1.86836 0.41040 -1.16693 0.00
H -3.30212 3.41378 -0.19004 0.00
H -3.03005 1.96053 1.13960 0.00
H -1.38316 4.99648 0.29689 0.00
H 1.33373 4.92524 0.54303 0.00
H 1.90792 2.27665 0.54076 0.00
H -4.37644 2.14795 -2.07051 0.00
H -3.83924 0.04287 -3.73655 0.00
H -1.66452 -1.12636 -2.58900 0.00
C -1.86217 -3.01667 4.05467 0.00
Si -2.36642 -1.16566 3.92194 0.03
C -4.27190 -0.92793 3.99993 0.01
C -1.52394 -0.10676 5.27096 0.01
Se -2.00054 -0.64574 1.66702 0.17
H -2.17027 -3.47908 4.98563 0.00
H -0.78400 -3.11307 3.96720 0.00
H -2.30965 -3.56423 3.23114 0.00
H -4.69393 -1.19806 4.96108 0.00
H -4.74425 -1.52603 3.22792 0.00
H -4.51320 0.11043 3.79596 0.00
H -1.89951 -0.35590 6.25803 0.00
H -1.70323 0.94929 5.09376 0.00
H -0.44920 -0.25402 5.27340 0.00

Repeat the third record exactly.
65
Properties=species:S:1:pos:R:3:lowdin_charge:R:1 method="wB97M-V/def2-TZVPD" lumo_ev=-0.649 smiles="COCCCN1C(=O)C(=O)/C(=C(/O)c2ccc(S(=O)(=O)N3CCCCC3)cc2)[C@@H]1c1ccc(F)cc1" relative_energy_kcal_mol=0.0
C -3.87702 -2.11286 2.87996 -0.10
O -4.36590 -1.29762 1.84415 -0.22
C -5.65184 -1.68285 1.40555 -0.22
C -5.98691 -0.94728 0.10977 -0.12
C -5.27859 -1.56050 -1.10449 -0.11
N -3.84305 -1.55858 -0.98774 0.00
C -3.16182 -2.56461 -0.39744 -0.37
O -3.63475 -3.60019 0.01580 0.10
C -1.68840 -2.16247 -0.38804 -0.24
O -0.79098 -2.79727 0.11696 0.13
C -1.62545 -0.89743 -1.11169 -0.04
C -0.53008 -0.21877 -1.52146 -0.18
O -0.70577 0.84267 -2.34226 0.11
C 0.85258 -0.57392 -1.16539 -0.14
C 1.20905 -0.85879 0.15184 0.01
C 2.52113 -1.17183 0.45884 -0.03
C 3.47103 -1.19737 -0.54482 -0.25
S 5.19467 -1.49707 -0.13370 0.67
O 5.26361 -2.31109 1.03978 -0.27
O 5.88050 -1.90660 -1.32189 -0.28
N 5.76989 0.00793 0.27310 -0.24
C 5.87894 0.96610 -0.79937 -0.21
C 6.86148 2.06505 -0.40034 -0.17
C 6.40672 2.71828 0.90251 -0.20
C 6.26286 1.65160 1.98526 -0.17
C 5.29673 0.56570 1.51679 -0.21
C 3.13730 -0.90925 -1.85410 -0.04
C 1.82735 -0.59421 -2.16562 0.00
C -3.02450 -0.47627 -1.49046 -0.18
C -3.37822 0.86972 -0.89826 -0.19
C -3.94868 1.85870 -1.68734 -0.02
C -4.27436 3.09094 -1.14835 0.00
C -4.01994 3.31551 0.19157 -0.27
F -4.33305 4.51507 0.72468 0.06
C -3.45143 2.34724 1.00027 0.01
C -3.12865 1.12335 0.44581 -0.02
H -2.90017 -1.71928 3.15556 0.09
H -4.54130 -2.08490 3.75267 0.09
H -3.76889 -3.14949 2.54249 0.09
H -5.67861 -2.76830 1.23845 0.12
H -6.39259 -1.43353 2.18288 0.13
H -5.70319 0.09967 0.22160 0.11
H -7.06284 -1.00260 -0.06021 0.12
H -5.55547 -1.01409 -2.01051 0.13
H -5.58718 -2.60621 -1.20406 0.13
H 0.14619 1.24305 -2.56286 0.12
H 0.46264 -0.82666 0.92747 0.12
H 2.81772 -1.42002 1.46511 0.12
H 6.23268 0.42053 -1.67450 0.12
H 4.89503 1.41227 -1.02609 0.13
H 7.84646 1.61968 -0.25892 0.12
H 6.92532 2.80406 -1.20022 0.11
H 7.12796 3.47509 1.21435 0.11
H 5.44436 3.21277 0.74702 0.11
H 7.23468 1.19712 2.17918 0.12
H 5.89301 2.09144 2.91234 0.11
H 5.24996 -0.25529 2.23239 0.12
H 4.28773 0.99507 1.39333 0.13
H 3.90373 -0.95887 -2.61103 0.12
H 1.55369 -0.40238 -3.19454 0.13
H -3.13143 -0.41372 -2.58483 0.16
H -4.13815 1.67068 -2.73377 0.12
H -4.71828 3.86870 -1.74919 0.12
H -3.27150 2.55646 2.04259 0.12
H -2.70606 0.34768 1.06342 0.12